C26H43N4O2PdSSi3 | the ωB97M-V functional and the def2-TZVPD basis

Positions of all 80 atoms, in Å:
Pd (0.0013, -0.1224, -0.8466)
C (-2.8078, 0.9698, 1.2061)
O (-2.2095, 0.3289, 0.0659)
Si (-3.0344, -0.3760, -1.2169)
C (-4.3933, -1.5004, -0.6740)
C (-3.7752, 0.9304, -2.3006)
C (-1.4467, -1.2293, -1.8589)
Si (-0.6690, -0.6628, -3.6451)
C (0.8632, -1.5946, -4.1105)
C (-0.3352, 1.1585, -3.8280)
C (-2.1369, -1.2078, -4.6650)
Si (-1.0708, -3.0282, -1.2246)
C (-1.2660, -2.8975, 0.6380)
C (0.6441, -3.6787, -1.5630)
C (-2.3235, -4.1501, -2.0111)
H (-3.5850, 1.6685, 0.8927)
H (-2.0308, 1.5176, 1.7350)
H (-3.2373, 0.2221, 1.8715)
H (-5.1564, -0.8881, -0.1838)
H (-4.1034, -2.2871, 0.0188)
H (-4.8751, -1.9606, -1.5395)
H (-4.4182, 1.5602, -1.6778)
H (-4.4281, 0.4864, -3.0543)
H (-3.0674, 1.5810, -2.8109)
H (1.6602, -1.5411, -3.3705)
H (1.2352, -1.1296, -5.0292)
H (0.6671, -2.6408, -4.3355)
H (0.6145, 1.4590, -3.3820)
H (-1.1178, 1.8123, -3.4510)
H (-0.2555, 1.3452, -4.9044)
H (-2.4085, -2.2490, -4.5012)
H (-1.8022, -1.1004, -5.7043)
H (-3.0079, -0.5725, -4.5210)
H (-0.6608, -2.1077, 1.0927)
H (-0.9514, -3.8492, 1.0747)
H (-2.2967, -2.7244, 0.9430)
H (1.4471, -2.9704, -1.3572)
H (0.7567, -4.0399, -2.5836)
H (0.7857, -4.5420, -0.9068)
H (-3.3518, -3.8587, -1.8047)
H (-2.1716, -5.1533, -1.6016)
H (-2.1872, -4.2166, -3.0912)
C (9.3763, -5.8861, -1.2521)
C (8.6550, -4.8842, -0.4370)
C (9.3475, -3.8467, 0.2375)
C (8.6811, -2.9600, 1.0231)
C (7.2639, -3.0658, 1.1799)
N (6.6564, -2.1917, 2.0105)
C (5.3555, -2.3495, 2.6143)
O (5.2839, -2.5333, 3.7893)
N (4.2385, -2.2938, 1.8006)
C (3.9469, -1.5110, 0.6712)
C (4.8786, -0.9216, -0.1776)
C (4.4280, -0.1632, -1.2453)
C (3.0716, 0.0047, -1.4481)
N (2.1718, -0.5615, -0.6355)
C (2.5956, -1.3033, 0.3892)
C (6.5514, -4.0871, 0.4866)
C (7.2398, -4.9655, -0.2897)
H (10.4096, -5.6067, -1.4379)
H (8.8628, -6.0647, -2.1992)
H (9.3729, -6.8471, -0.7222)
H (10.4218, -3.7742, 0.1319)
H (9.2152, -2.1798, 1.5520)
H (7.2741, -1.6728, 2.6282)
H (3.4296, -2.5392, 2.3586)
H (5.9399, -1.0335, -0.0174)
H (5.1323, 0.3055, -1.9180)
H (2.6921, 0.6031, -2.2653)
H (1.8339, -1.7526, 1.0176)
H (5.4815, -4.1818, 0.6109)
H (6.7122, -5.7618, -0.7989)
S (-0.1594, 4.4684, -0.3938)
C (1.3797, 3.9313, 0.1104)
C (1.4857, 2.5917, -0.0545)
N (0.3454, 1.9952, -0.5442)
C (-0.6039, 2.8815, -0.7512)
H (2.1228, 4.6166, 0.4838)
H (2.3545, 1.9960, 0.1732)
H (-1.5839, 2.6224, -1.1205)

E   -75639.3289 eV
Frontier orbital gap (spin up / spin down)   8.759 / 6.134 eV
Spin multiplicity   5
<S²>   6.03
Net charge   +3
HOMO (spin up / spin down)   -0.60765 / -0.63230 Eh


C26H43N5O5SSi | the ωB97M-V functional and the def2-TZVPD basis

Positions of all 81 atoms, in Å:
C (1.1935, -0.0154, 1.9776)
C (1.8786, 0.5042, 0.6909)
C (1.1833, 1.7406, 0.1221)
N (-0.0167, 1.3466, -0.6072)
C (-0.5463, 2.3378, -1.5711)
C (-0.6710, 3.7160, -0.7987)
O (-0.1957, 4.7476, -1.3113)
O (-1.2342, 3.6226, 0.3334)
C (0.4074, 2.4443, -2.8473)
O (1.5441, 1.9420, -2.7241)
O (-0.0937, 2.9693, -3.8361)
N (-1.8602, 1.8698, -2.0510)
C (-1.7903, 0.5244, -2.5839)
C (-1.9288, -0.6508, -1.5937)
O (-3.0572, -1.4934, -1.9224)
Si (-3.3462, -2.7567, -0.9216)
C (-4.8011, -3.7131, -1.6039)
C (-3.8347, -2.1123, 0.7863)
C (-1.8505, -3.8888, -0.7774)
C (-3.0056, 2.1993, -1.2403)
S (-4.5560, 1.6095, -2.0213)
C (-5.6191, 1.4409, -0.5634)
C (-5.4289, 2.4946, 0.5331)
H (1.9090, -0.2304, 2.7798)
H (0.6146, -0.9247, 1.7836)
H (0.4897, 0.7257, 2.3692)
H (1.8064, -0.2818, -0.0654)
H (2.9350, 0.7063, 0.8898)
H (1.8520, 2.2899, -0.5343)
H (0.9240, 2.4018, 0.9675)
H (-0.7502, 1.2369, 0.0887)
H (-2.5417, 0.3596, -3.3636)
H (-0.8202, 0.4352, -3.0726)
H (-2.0191, -0.2833, -0.5674)
H (-1.0160, -1.2562, -1.6244)
H (-4.5767, -4.2080, -2.5516)
H (-5.1210, -4.4624, -0.8725)
H (-5.6415, -3.0330, -1.7709)
H (-4.8668, -2.3879, 1.0179)
H (-3.7704, -1.0205, 0.7933)
H (-3.1692, -2.4829, 1.5696)
H (-1.2063, -3.7492, -1.6505)
H (-2.1142, -4.9438, -0.6786)
H (-1.2495, -3.5906, 0.0876)
H (-3.0893, 3.2798, -1.1685)
H (-2.9569, 1.8181, -0.2095)
H (-5.4855, 0.4391, -0.1400)
H (-6.6451, 1.4969, -0.9346)
H (-4.6275, 2.2182, 1.2188)
H (-6.3505, 2.6305, 1.1063)
H (-5.1409, 3.4578, 0.1070)
N (4.1936, -2.5591, 1.4677)
C (4.8626, -3.0126, 0.3633)
C (5.9862, -2.2454, 0.2106)
C (5.9917, -1.2879, 1.2630)
C (4.8757, -1.5127, 2.0220)
H (3.3224, -2.9217, 1.8084)
H (4.4784, -3.8305, -0.2220)
H (6.7145, -2.3470, -0.5764)
H (6.7226, -0.5153, 1.4327)
H (4.4983, -1.0098, 2.8956)
N (-0.2248, 7.3834, -0.0920)
C (0.1356, 7.7072, 1.1755)
C (0.1459, 9.0800, 1.2883)
C (-0.2309, 9.5994, 0.0196)
C (-0.4512, 8.5172, -0.8036)
H (-0.3069, 6.4212, -0.4606)
H (0.3533, 6.9346, 1.8934)
H (0.3938, 9.6413, 2.1757)
H (-0.3280, 10.6374, -0.2583)
H (-0.7488, 8.4628, -1.8371)
N (4.2475, -7.2986, 2.3663)
C (4.9264, -6.3108, 1.7063)
C (5.7171, -6.9069, 0.7614)
C (5.5051, -8.3104, 0.8555)
C (4.5921, -8.5201, 1.8547)
H (3.5942, -7.1473, 3.1117)
H (4.7920, -5.2733, 1.9602)
H (6.3718, -6.3914, 0.0791)
H (5.9679, -9.0765, 0.2557)
H (4.1591, -9.4274, 2.2396)

E   -64062.3619 eV
Frontier orbital gap   4.605 eV
Net charge   -2
HOMO   -0.04993 Eh
Energy relative to the best compared isomer or geometry (same formula, charge and spin)   0.0 kcal/mol


C26H44AlCl2O2P2 | the ωB97M-V functional and the def2-TZVPD basis

Positions of all 77 atoms, in Å:
Al (0.0067, -0.1743, -4.1037)
C (0.0207, -0.8380, 0.7848)
C (-0.7564, 0.3588, 0.9763)
C (-2.1352, -1.2939, 0.1394)
C (-0.8793, -1.8840, 0.4192)
C (-2.0939, 0.0712, 0.5578)
C (1.4679, -0.9630, 0.9346)
H (1.9692, 0.0080, 0.9565)
H (1.8592, -1.4986, 0.0595)
H (1.7585, -1.5355, 1.8329)
C (-0.5647, -3.3321, 0.3479)
H (0.5176, -3.4932, 0.3946)
H (-0.9704, -3.7797, -0.5758)
H (-1.0302, -3.8648, 1.1812)
C (-3.2997, -2.0269, -0.4149)
H (-3.8184, -2.6355, 0.3560)
H (-2.9563, -2.7206, -1.2068)
H (-4.0104, -1.3125, -0.8666)
C (-3.2671, 0.9172, 0.8652)
H (-3.3848, 0.8978, 1.9618)
H (-4.1876, 0.5120, 0.4223)
H (-3.1557, 1.9693, 0.5665)
C (-0.2989, 1.5385, 1.7177)
H (-0.6631, 1.4696, 2.7527)
H (-0.6429, 2.4989, 1.3224)
H (0.7885, 1.5835, 1.7552)
C (2.1564, 2.6658, -0.3720)
C (2.0910, 3.7853, 0.3767)
C (1.4263, 5.1341, 0.1429)
C (0.3689, 5.2088, -0.9866)
C (-0.8121, 4.3342, -0.7135)
C (-0.8050, 2.9964, -0.9735)
C (0.1960, 1.9980, -1.4876)
C (1.5926, 2.4952, -1.7623)
H (2.1896, 5.9113, -0.0719)
H (0.8718, 4.9925, -1.9489)
H (0.9321, 5.4349, 1.0879)
H (1.5249, 3.3893, -2.4053)
H (3.0817, 2.0403, -0.2239)
H (2.7333, 3.8308, 1.2966)
H (2.2562, 1.7557, -2.2784)
H (0.2512, 1.1016, -0.7775)
H (-1.7631, 2.4565, -0.9783)
H (-0.1742, 1.4603, -2.4276)
H (-0.0901, 6.2128, -0.9988)
H (-1.6755, 4.7531, -0.1501)
P (0.4105, 2.7354, -4.9594)
P (-2.3391, 1.4446, -4.6954)
C (-0.9689, 3.5050, -6.0241)
C (-2.0901, 2.5104, -6.2729)
H (-0.5409, 3.8710, -6.9666)
H (-1.3365, 4.3868, -5.4667)
H (-3.0424, 3.0481, -6.4623)
H (-1.8891, 1.8187, -7.1099)
C (-3.9474, 0.7922, -5.3054)
H (-4.6054, 0.5957, -4.4529)
H (-3.7479, -0.1282, -5.8602)
H (-4.4580, 1.5048, -5.9692)
C (-3.1162, 2.8926, -3.7801)
H (-3.6721, 3.5545, -4.4622)
H (-2.3730, 3.5016, -3.2507)
H (-3.8433, 2.5054, -3.0562)
C (1.4505, 2.0888, -6.3335)
H (2.2010, 1.4315, -5.8693)
H (1.9531, 2.9190, -6.8576)
H (0.8260, 1.5158, -7.0333)
C (1.2313, 4.4112, -4.7263)
H (0.4979, 5.2292, -4.7840)
H (1.9812, 4.5658, -5.5039)
H (1.7337, 4.4775, -3.7565)
Cl (3.3198, -0.6902, -1.8285)
C (2.7317, -2.2867, -2.5457)
Cl (3.0448, -3.6803, -1.5186)
C (1.3167, -1.8803, -2.9804)
O (1.3647, -1.4736, -4.2104)
O (0.2049, -1.6928, -2.3853)
H (3.2153, -2.4440, -3.5409)

E   -81980.2296 eV
Frontier orbital gap (spin up / spin down)   5.260 / 3.500 eV
Net charge   +1
HOMO (spin up / spin down)   -0.32655 / -0.32987 Eh
Energy relative to the best compared isomer or geometry (same formula, charge and spin)   20.0 kcal/mol


Look up the net charge of the second one. -2


The highest E belongs to which entry? C26H43N5O5SSi


Which value of E does entry 2 give? -64062.3619 eV


Number 2 is which compound? C26H43N5O5SSi